# 1
Here is C16H34O as an isolated structure from the Open Molecules 2025 dataset. Energies are from ωB97M-V/def2-TZVPD.

```
! RIJCOSX wB97M-V def2-TZVPD def2/J DEFGRID3
* xyz 0 1
C 3.470 2.380 0.494
H 4.026 2.539 1.444
C 1.897 2.046 0.924
C 2.042 0.767 1.707
C 0.706 0.430 2.071
C 0.745 -0.994 2.858
C -0.511 -1.830 2.932
C -1.905 -0.776 3.435
C -2.679 0.024 2.393
C -3.440 -0.907 1.477
C -2.862 -1.048 -0.143
C -2.833 0.414 -0.871
C -2.111 0.350 -1.974
C -0.749 -0.136 -2.134
C -0.066 0.174 -3.463
C 1.495 -0.568 -3.544
C 2.436 0.288 -2.466
O 3.762 -0.166 -2.715
H 3.784 -0.008 -3.656
H 2.276 1.275 -2.879
H 2.096 0.247 -1.589
H 1.816 -0.538 -4.698
H 1.361 -1.595 -3.318
H -0.586 -0.690 -4.264
H -0.249 1.294 -3.907
H -0.591 -1.102 -1.670
H -0.091 0.655 -1.258
H -2.835 -0.575 -2.785
H -2.235 1.075 -2.672
H -2.271 1.021 -0.113
H -3.950 0.654 -0.908
H -1.736 -1.192 0.154
H -3.335 -1.800 -0.555
H -4.346 -0.446 1.357
H -3.503 -1.912 1.836
H -2.169 0.539 1.814
H -3.460 0.685 3.029
H -2.509 -1.839 3.941
H -1.503 -0.240 4.190
H -0.534 -2.674 3.376
H -0.922 -2.247 2.026
H 1.502 -1.894 2.324
H 1.034 -0.672 3.805
H 0.300 0.020 1.044
H 0.095 1.142 2.277
H 2.535 -0.016 1.222
H 2.626 0.840 2.726
H 1.464 1.940 0.186
H 1.532 2.928 1.459
H 3.970 1.690 -0.344
H 3.405 3.459 -0.077
*
```

E = -19176.9915 eV
Kohn-Sham gap = 10.1 eV
Highest occupied orbital energy = -9.2250 eV
E_LUMO = 0.8851 eV
Energy above the lowest of the compared OMol25 structures with the same formula, charge and spin = 340.9 kcal/mol



# 2
Here is a 2-piece molecular cluster, C4H12N2O4 overall from the Open Molecules 2025 dataset. Energies are from ωB97M-V/def2-TZVPD.

```
! RIJCOSX wB97M-V def2-TZVPD def2/J DEFGRID3
* xyz 0 1
N 0.673 -0.615 1.954
C 0.234 0.334 1.070
O 1.024 1.155 0.540
C -1.173 0.910 1.409
O -2.127 -0.102 1.398
O -1.075 1.440 2.703
O -1.506 1.859 0.450
H -0.015 -1.039 2.553
H 1.675 -0.639 2.150
H -2.992 0.318 1.345
H -1.357 2.367 2.671
H -0.658 2.208 0.120
C 1.483 -1.194 -2.573
C 0.699 -0.149 -1.802
N -0.149 -0.799 -0.555
H 1.806 -0.792 -3.535
H 2.350 -1.535 -2.010
H 0.850 -2.064 -2.764
H 1.335 0.711 -1.608
H -0.128 0.241 -2.394
H -1.123 -0.884 -0.825
H 0.173 -1.730 -0.296
*
```

E = -15512.2833 eV
SMILES = NC(=O)C(O)(O)O.CCN
Kohn-Sham gap = 9.9 eV
Highest occupied orbital energy = -9.1345 eV
E_LUMO = 0.7587 eV
Energy above the lowest of the compared OMol25 structures with the same formula, charge and spin = 41.8 kcal/mol



# 3
Here is C18H41FHfNO9S6 as an isolated structure from the Open Molecules 2025 dataset. Energies are from ωB97M-V/def2-TZVPD.

```
! RIJCOSX wB97M-V def2-TZVPD def2/J DEFGRID3
* xyz 3 1
Hf -3.401 0.159 -1.014
N 0.249 0.347 -0.631
O 0.935 -0.566 -0.949
O -0.956 0.352 -0.898
O 0.666 1.280 -0.029
F 4.511 1.148 5.040
C 4.631 1.080 3.703
C 3.596 0.466 2.977
C 3.692 0.511 1.562
C 4.848 0.992 0.956
C 5.865 1.545 1.677
C 5.712 1.647 3.049
H 2.666 0.223 3.471
H 2.782 0.206 1.067
H 4.876 1.085 -0.119
H 6.699 2.027 1.189
H 6.469 2.077 3.688
C -2.400 -0.070 3.882
S -1.741 -0.957 2.417
O -2.363 -0.296 1.182
C 0.028 -0.403 2.638
H -2.233 1.007 3.855
H -1.910 -0.585 4.708
H -3.472 -0.242 3.968
H 0.365 -0.637 3.648
H 0.098 0.684 2.610
H 0.664 -0.892 1.900
C -2.306 -1.931 -5.221
S -1.813 -0.350 -4.435
O -2.380 -0.440 -3.000
C -0.042 -0.797 -4.485
H -2.023 -2.827 -4.669
H -1.836 -2.011 -6.201
H -3.391 -1.970 -5.319
H 0.216 -1.321 -3.565
H 0.470 0.165 -4.506
H 0.226 -1.423 -5.336
C -1.995 -4.357 -1.937
S -1.585 -3.120 -0.642
O -2.511 -1.887 -0.825
C -2.226 -4.061 0.776
H -3.019 -4.730 -1.955
H -1.357 -5.139 -1.524
H -1.642 -4.266 -2.964
H -3.312 -4.034 0.687
H -1.980 -3.588 1.726
H -1.960 -5.088 1.027
C -0.173 3.149 -2.755
S -1.930 2.808 -3.228
O -2.565 2.104 -2.024
C -2.478 4.582 -3.336
H 0.356 2.197 -2.722
H -0.196 3.507 -1.725
H 0.424 3.788 -3.406
H -3.458 4.674 -3.805
H -1.804 5.196 -3.934
H -2.541 5.014 -2.337
C 2.252 -3.331 0.952
S 3.247 -3.727 2.474
O 3.372 -5.264 2.554
C 4.901 -3.132 1.887
H 1.237 -3.713 1.066
H 2.594 -4.044 0.201
H 2.233 -2.335 0.510
H 5.306 -3.656 1.022
H 5.571 -3.129 2.747
H 4.818 -2.091 1.575
C -4.084 4.316 1.087
S -3.025 2.860 1.549
O -3.254 1.886 0.433
C -1.363 3.713 1.213
H -4.021 4.554 0.025
H -3.716 5.177 1.646
H -5.082 4.195 1.507
H -1.242 4.291 0.296
H -0.559 2.984 1.314
H -1.232 4.415 2.037
*
```

E = -108248.7972 eV
Kohn-Sham gap = 2.2 eV
Highest occupied orbital energy = -13.9731 eV
E_LUMO = -11.7459 eV
Energy above the lowest of the compared OMol25 structures with the same formula, charge and spin = 63.0 kcal/mol



# 4
Here is a 11-piece molecular cluster, C36H99N13O16 overall from the Open Molecules 2025 dataset. Energies are from ωB97M-V/def2-TZVPD.

```
! RIJCOSX wB97M-V def2-TZVPD def2/J DEFGRID3
* xyz 0 1
C 8.035 3.312 -6.356
O 7.233 2.343 -5.675
C 7.899 1.250 -5.044
C 6.872 0.223 -4.547
N 5.548 0.201 -5.187
C 4.657 -0.876 -4.724
C 3.171 -0.667 -5.162
O 2.414 -1.813 -4.791
C 1.011 -1.607 -4.590
H 8.786 3.733 -5.687
H 7.342 4.073 -6.713
H 8.543 2.988 -7.264
H 8.277 1.713 -4.132
H 8.658 0.700 -5.600
H 6.753 0.223 -3.463
H 7.384 -0.697 -4.827
H 5.126 1.101 -5.010
H 4.714 -1.029 -3.646
H 5.034 -1.815 -5.128
H 2.995 -0.617 -6.237
H 2.762 0.254 -4.745
H 0.572 -1.290 -5.536
H 0.809 -0.845 -3.837
H 0.528 -2.527 -4.259
C -4.632 0.188 8.706
O -3.292 0.214 8.336
C -2.400 -0.702 9.073
C -1.009 -0.866 8.532
N -1.046 -1.685 7.283
C 0.286 -1.956 6.764
C 0.181 -2.543 5.345
O -0.547 -1.601 4.479
C -0.546 -2.085 3.154
H -4.666 0.413 9.772
H -5.103 -0.775 8.512
H -5.247 0.993 8.304
H -2.908 -1.663 9.157
H -2.250 -0.358 10.096
H -0.365 -1.428 9.208
H -0.514 0.101 8.436
H -1.429 -1.012 6.634
H 0.807 -2.621 7.453
H 0.879 -1.041 6.772
H -0.394 -3.469 5.347
H 1.194 -2.761 5.005
H -1.046 -1.315 2.566
H -1.124 -3.007 3.093
H 0.490 -2.153 2.821
C 0.340 1.188 -8.654
O -0.596 1.232 -7.598
C -1.760 0.398 -7.777
C -2.699 0.376 -6.571
N -2.227 -0.568 -5.564
C -3.220 -0.741 -4.532
C -2.752 -1.478 -3.223
O -3.839 -1.919 -2.383
C -4.338 -0.846 -1.518
H 0.113 0.631 -9.563
H 1.396 1.134 -8.388
H 0.210 2.169 -9.109
H -1.325 -0.550 -8.091
H -2.298 0.781 -8.645
H -3.720 0.171 -6.893
H -2.742 1.405 -6.215
H -1.859 -1.428 -5.943
H -4.182 -1.111 -4.888
H -3.588 0.240 -4.232
H -1.969 -1.007 -2.629
H -2.225 -2.389 -3.505
H -3.638 -0.437 -0.790
H -5.228 -1.178 -0.983
H -4.736 -0.069 -2.170
C -5.382 -0.448 5.310
O -5.060 0.536 4.297
C -4.638 -0.043 3.026
C -3.991 0.970 2.151
N -4.834 2.146 1.863
C -5.652 2.057 0.679
C -6.817 3.136 0.570
O -7.588 3.173 1.721
C -8.564 4.254 1.596
H -5.863 0.027 6.165
H -4.493 -0.991 5.630
H -6.094 -1.097 4.801
H -5.497 -0.479 2.517
H -4.039 -0.924 3.254
H -3.711 0.429 1.247
H -3.029 1.299 2.545
H -5.472 2.034 2.638
H -6.068 1.051 0.651
H -4.960 2.142 -0.159
H -7.551 2.787 -0.156
H -6.473 4.126 0.273
H -9.052 4.507 2.538
H -9.358 3.803 1.002
H -8.265 5.118 1.002
C 6.515 -2.555 6.056
O 5.367 -1.975 5.461
C 4.977 -0.753 6.014
C 3.552 -0.370 5.559
N 3.506 0.295 4.267
C 2.152 0.621 3.935
C 1.936 1.251 2.556
O 2.307 2.632 2.497
C 1.995 3.233 1.218
H 6.549 -2.470 7.142
H 7.345 -1.905 5.776
H 6.520 -3.606 5.768
H 5.705 0.043 5.855
H 4.812 -0.907 7.081
H 3.150 0.321 6.300
H 2.862 -1.213 5.521
H 3.818 -0.395 3.598
H 1.650 1.353 4.567
H 1.668 -0.352 3.860
H 0.869 1.209 2.338
H 2.496 0.745 1.769
H 2.217 2.520 0.423
H 2.393 4.193 0.889
H 0.910 3.305 1.138
N -1.459 -3.388 0.092
C -0.699 -4.145 -0.708
N -1.082 -5.366 -0.779
O 0.237 -3.704 -1.395
H -1.161 -2.425 0.034
H -2.322 -3.664 0.539
H -1.865 -5.651 -0.208
H -0.595 -6.026 -1.369
N -0.922 3.901 -0.915
C -1.785 3.093 -0.468
N -2.674 3.787 0.193
O -1.984 1.967 -0.833
H -0.296 3.516 -1.607
H -0.928 4.895 -0.736
H -2.483 4.765 0.358
H -3.523 3.318 0.475
N 2.635 -2.739 -1.936
C 3.527 -3.671 -1.879
N 3.118 -4.683 -1.150
O 4.635 -3.548 -2.276
H 2.857 -2.030 -2.622
H 1.708 -3.002 -1.635
H 3.817 -5.374 -0.917
H 2.146 -4.692 -0.878
N -0.829 1.409 -3.850
C 0.230 2.212 -3.980
N 0.859 2.114 -5.137
O 0.640 2.950 -3.036
H -1.370 1.531 -3.006
H -1.135 0.735 -4.538
H 1.712 2.626 -5.308
H 0.358 1.551 -5.810
C 3.939 0.279 -1.457
O 4.039 1.662 -1.226
H 3.408 -0.164 -0.614
H 3.165 0.167 -2.216
H 4.896 -0.213 -1.630
H 4.035 2.088 -2.086
C 0.102 -0.552 -0.567
O -1.194 -0.488 0.092
H 0.895 -1.225 -0.241
H -0.100 -0.712 -1.627
H 0.532 0.449 -0.594
H -1.466 0.407 -0.121
*
```

E = -91061.3440 eV
SMILES = COCCNCCOC.COCCNCCOC.COCCNCCOC.COCCNCCOC.COCCNCCOC.NC(N)=O.NC(N)=O.NC(N)=O.NC(N)=O.CO.CO
Kohn-Sham gap = 8.7 eV
Highest occupied orbital energy = -8.2668 eV
E_LUMO = 0.3995 eV
Energy above the lowest of the compared OMol25 structures with the same formula, charge and spin = 97.9 kcal/mol



# 5
Here is one molecule with the formula C2H3ClO2 from the Open Molecules 2025 dataset. Energies are from ωB97M-V/def2-TZVPD.

```
! RIJCOSX wB97M-V def2-TZVPD def2/J DEFGRID3
* xyz 0 1
C -1.080 0.928 -0.059
C 0.604 -0.237 0.110
O -0.300 0.344 1.042
O 0.367 -1.510 -0.326
Cl 2.110 0.480 -0.120
H -0.921 1.992 -0.439
H -1.460 0.062 -0.587
H 0.681 -2.058 0.380
*
```

E = -18735.5998 eV
Kohn-Sham gap (spin up / spin down) = 8.8 / 8.4 eV
Highest occupied orbital energy (spin up / spin down) = -8.4479 / -8.0652 eV
E_LUMO (spin up / spin down) = 0.3863 / 0.3140 eV
Energy above the lowest of the compared OMol25 structures with the same formula, charge and spin = 102.6 kcal/mol



# 6
Here is C10H16ClGaNi as an isolated structure from the Open Molecules 2025 dataset. Energies are from ωB97M-V/def2-TZVPD.

```
! RIJCOSX wB97M-V def2-TZVPD def2/J DEFGRID3
* xyz -2 3
Ga -0.007 -0.084 0.180
Cl -0.287 1.862 -1.224
C -1.889 -0.213 0.724
H -1.836 -0.677 1.681
H -2.454 -0.821 0.041
H -2.339 0.763 0.806
Ni 0.503 0.272 -2.818
C 2.392 0.799 -3.246
C -0.735 0.104 -4.366
C 0.352 -1.270 -1.435
H -1.124 -0.921 -4.388
H -1.579 0.812 -4.329
H -0.135 0.293 -5.262
H 3.063 0.006 -2.896
H 2.448 0.874 -4.340
H 2.700 1.758 -2.796
H -0.431 -1.950 -1.536
H 1.349 -1.609 -1.329
C 2.965 0.219 3.723
C 2.268 -0.942 3.462
C 1.406 -0.996 2.340
C 1.285 0.102 1.542
C 1.967 1.250 1.785
C 2.828 1.316 2.901
H 3.637 0.266 4.607
H 2.367 -1.828 4.119
H 0.845 -1.938 2.153
H 1.866 2.154 1.142
H 3.387 2.254 3.114
*
```

E = -116567.9193 eV
Kohn-Sham gap (spin up / spin down) = 4.2 / 5.1 eV
Highest occupied orbital energy (spin up / spin down) = 1.0448 / 0.1096 eV
⟨S²⟩ = 2.01
E_LUMO (spin up / spin down) = 5.2035 / 5.1951 eV



# 7
Here is an isolated ion of composition C5H8ClN6O and charge +1 from the Open Molecules 2025 dataset. Energies are from ωB97M-V/def2-TZVPD.

```
! RIJCOSX wB97M-V def2-TZVPD def2/J DEFGRID3
* xyz 1 1
C 2.203 -3.222 -0.577
C -0.393 -2.488 0.937
C 1.184 -2.260 -1.033
C -0.766 -0.136 0.790
C -1.124 2.297 0.905
N 2.978 -3.988 -0.246
N 2.893 0.742 -1.434
N 2.466 -0.359 -1.127
N -0.079 -2.654 -0.358
N 1.491 -0.906 -0.752
N -0.543 -1.269 1.463
O -0.886 0.994 1.531
Cl -0.601 -3.840 2.046
H 0.950 -2.594 -1.993
H -1.046 -0.219 -0.175
H -1.430 2.975 1.678
H -1.951 2.263 0.170
H -0.121 2.674 0.458
H 3.841 0.768 -1.767
H -0.254 -3.558 -0.684
H -0.629 -1.250 2.481
*
```

E = -28811.8806 eV
Kohn-Sham gap (spin up / spin down) = 7.7 / 6.9 eV
Highest occupied orbital energy (spin up / spin down) = -12.4424 / -11.5672 eV
E_LUMO (spin up / spin down) = -4.7287 / -4.6937 eV
Energy above the lowest of the compared OMol25 structures with the same formula, charge and spin = 65.0 kcal/mol



# 8
Here is one molecule with the formula C4H9N3 from the Open Molecules 2025 dataset. Energies are from ωB97M-V/def2-TZVPD.

```
! RIJCOSX wB97M-V def2-TZVPD def2/J DEFGRID3
* xyz 0 1
H 2.248 -1.495 -0.007
N 1.362 -1.897 0.292
C 0.437 -1.082 0.453
C -0.960 -0.856 0.786
N -1.491 -0.969 2.093
N 0.028 0.217 0.500
C -0.009 1.264 -0.491
C 0.774 0.918 -1.754
H -1.706 -1.058 0.019
H -2.173 -0.244 2.288
H -0.760 -0.933 2.793
H 0.405 2.170 -0.033
H -1.058 1.460 -0.743
H 0.386 0.006 -2.205
H 1.825 0.769 -1.519
H 0.691 1.729 -2.474
*
```

E = -8762.4265 eV
SMILES = [H]/N=C1/[C@@H](N)N1CC
Kohn-Sham gap = 10.1 eV
Highest occupied orbital energy = -9.1700 eV
E_LUMO = 0.9699 eV
Energy above the lowest of the compared OMol25 structures with the same formula, charge and spin = 48.4 kcal/mol



# 9
Here is a 4-piece molecular cluster, C19H22O7 overall from the Open Molecules 2025 dataset. Energies are from ωB97M-V/def2-TZVPD.

```
! RIJCOSX wB97M-V def2-TZVPD def2/J DEFGRID3
* xyz 0 1
O 3.992 -6.055 -1.280
C 2.696 -5.749 -1.067
C 2.377 -4.973 0.102
C 1.027 -4.598 0.341
C 0.051 -5.059 -0.514
O -1.201 -4.662 -0.439
C 0.271 -6.032 -1.461
C 1.677 -6.363 -1.781
H 4.167 -6.614 -1.916
H 3.086 -4.655 0.814
H 0.942 -4.107 1.183
H -1.958 -5.213 -0.245
H -0.503 -6.259 -2.249
H 2.084 -6.815 -2.838
O 2.311 1.049 -0.948
C 2.582 2.271 -0.402
C 3.838 2.913 -0.693
C 4.163 4.221 -0.235
C 3.028 4.932 0.455
O 3.294 6.149 0.935
C 1.716 4.247 0.764
C 1.526 2.994 0.209
H 3.011 0.735 -1.383
H 4.690 2.741 -1.603
H 4.994 4.835 -0.547
H 2.679 6.767 1.515
H 1.094 4.861 1.271
H 0.668 2.288 0.510
O -3.742 -0.280 0.003
C -3.879 1.032 0.334
C -5.013 1.415 0.951
C -5.244 2.780 1.295
C -4.248 3.822 0.961
O -4.306 5.100 1.245
C -3.140 3.354 0.288
C -2.831 1.986 -0.038
H -2.824 -0.384 -0.188
H -5.585 0.647 1.267
H -6.185 3.093 1.894
H -5.118 5.416 1.683
H -2.345 4.060 0.114
H -1.930 1.657 -0.455
C -0.132 -0.933 0.443
O -1.273 -1.708 0.377
H 0.714 -1.335 -0.048
H 0.259 -1.078 1.453
H -0.229 0.005 0.177
H -1.249 -2.500 -0.254
*
```

E = -34385.3684 eV
SMILES = Oc1ccc(O)cc1.Oc1ccc(O)cc1.Oc1ccc(O)cc1.CO
Kohn-Sham gap = 8.1 eV
Highest occupied orbital energy = -7.5467 eV
E_LUMO = 0.6031 eV
Energy above the lowest of the compared OMol25 structures with the same formula, charge and spin = 36.9 kcal/mol



# 10
Here is a 2-piece molecular cluster, C4H7N3O overall from the Open Molecules 2025 dataset. Energies are from ωB97M-V/def2-TZVPD.

```
! RIJCOSX wB97M-V def2-TZVPD def2/J DEFGRID3
* xyz 0 1
O 0.712 2.419 -0.207
C 0.915 1.075 -0.060
C 2.187 0.528 0.095
C 2.013 -0.823 0.207
N 0.698 -1.038 0.110
N 0.038 0.034 -0.139
H -0.215 2.514 -0.189
H 3.235 1.058 0.250
H 2.801 -1.586 0.494
H 0.200 -1.887 0.139
C -2.714 -0.750 -0.210
N -2.558 0.421 -0.018
H -3.850 -1.049 -0.394
H -1.967 -1.586 -0.155
H -1.495 0.672 0.078
*
```

E = -10776.4215 eV
SMILES = Oc1cc[nH]n1.C=N
Kohn-Sham gap = 9.6 eV
Highest occupied orbital energy = -8.8206 eV
E_LUMO = 0.7770 eV
Energy above the lowest of the compared OMol25 structures with the same formula, charge and spin = 76.7 kcal/mol